[1]
The following is a quantum chemistry calculation of 7 unconnected molecules or ions with the total composition C6H27NO7 at a distorted geometry, from OMol25.

The SMILES is CCCNC[C@@H](C)O.O.O.O.O.O.O. The value obtained for the LUMO energy is 0.377 eV. The calculation puts the total energy at -826.09226 Ha. The calculation puts the HOMO-LUMO gap at 8.853 eV. Its highest occupied orbital energy is -8.48 eV. The relative energy (zero: lowest compared OMol25 entry of this formula, charge and spin) comes out at 437.4 kJ/mol.

Last column: Mulliken charge in e.
Positions of all 41 atoms, in Å:
H  2.42  -0.74  -1.65  0.405
H  0.52  1.49  -2.29  -0.146
C  -1.11  -0.65  3.81  -1.211
H  -0.28  -2.36  1.74  0.368
H  -2.18  1.09  -1.30  0.214
H  0.81  3.52  -2.19  0.261
H  -2.26  -1.35  -1.18  0.330
H  -0.44  0.06  4.45  0.260
O  -2.85  0.68  -1.90  -0.680
H  -0.75  -1.65  4.06  0.381
H  1.08  -3.85  -1.70  0.291
H  -2.04  -2.73  -1.78  0.318
H  0.67  0.98  2.37  0.276
H  1.04  0.20  -3.51  0.333
O  -2.49  -2.22  -1.12  -0.661
C  0.67  0.37  -2.46  -0.692
H  3.42  2.60  0.37  0.239
H  -3.73  1.08  -1.66  0.299
N  1.39  -1.11  1.04  -0.508
C  0.70  -1.08  -0.23  0.597
H  -0.34  -0.79  -0.23  -0.194
H  -1.68  -0.22  1.66  0.108
H  -2.17  -0.38  3.96  0.334
H  -0.23  0.02  -2.50  0.308
C  1.51  -0.17  -1.27  -0.110
H  0.91  -1.78  2.98  0.487
H  -0.40  1.91  0.18  0.333
H  0.51  3.98  -0.80  0.339
O  1.10  4.09  -1.53  -0.713
H  1.86  -0.30  1.24  0.325
H  -1.69  1.87  -0.47  0.371
H  1.87  0.59  -0.62  0.133
C  0.43  -1.57  1.98  -1.027
H  -0.24  -4.36  -0.93  0.339
H  0.74  -2.17  -0.47  -0.219
O  -0.76  2.21  -0.61  -0.565
O  -0.24  0.83  2.03  -0.530
C  -0.73  -0.39  2.30  0.441
O  2.53  2.67  0.26  -0.548
O  0.11  -3.71  -1.68  -0.664
H  2.30  3.36  -0.35  0.380



[2]
The following is a quantum chemistry calculation of a molecular structure, C16H26Cl3I2Mg2N2O17PS2 at a distorted geometry, from OMol25.

The value obtained for the LUMO energy is -0.984 eV. The calculation puts the total energy at -5527.32879 Ha. The calculation puts the HOMO-LUMO gap at 0.970 eV. As for the net charge: -2. Its highest occupied orbital energy is -1.95 eV. The relative energy (zero: lowest compared OMol25 entry of this formula, charge and spin) comes out at 0.0 kJ/mol.

Last column: Mulliken charge in e.
Positions of all 71 atoms, in Å:
H  -3.98  6.75  0.17  0.283
C  2.04  -5.43  0.05  0.120
C  -0.69  -5.64  6.78  -0.963
O  -3.25  4.53  -4.84  -0.555
C  0.64  -5.78  7.37  0.938
C  0.29  -6.11  4.55  0.976
H  5.88  0.63  -2.58  0.281
Cl  2.26  -6.59  -1.29  -0.233
H  -0.83  0.14  1.18  0.062
Cl  -0.62  -4.99  -0.43  -0.215
Mg  -1.21  5.18  -8.75  0.929
O  5.90  -4.27  0.32  -0.622
O  -5.69  -0.49  0.17  -0.860
H  2.80  -5.64  0.79  0.108
N  -5.45  4.30  -1.91  -0.453
C  -3.80  6.32  -1.94  -0.196
H  -1.51  -5.41  7.45  0.411
O  -1.60  8.22  -8.33  -0.770
O  7.02  -4.24  2.47  -0.670
H  5.77  -1.48  -1.62  0.277
H  7.45  -0.92  -1.86  0.309
H  3.46  0.38  -1.03  0.264
Mg  -3.11  1.72  -1.73  0.935
C  1.62  0.83  -0.16  0.250
O  -2.05  -5.66  4.88  -0.577
I  1.25  -1.27  -0.14  0.148
H  -2.78  5.94  -1.86  0.254
H  -6.28  7.07  -0.76  0.345
H  -1.90  -5.82  3.93  0.347
H  3.21  2.12  -0.88  0.386
S  -2.15  7.55  -7.12  1.268
H  -5.36  -1.15  -0.45  0.185
O  0.07  -6.25  3.37  -0.570
H  -3.39  8.09  -0.80  0.317
C  1.62  -6.23  5.14  -1.021
C  1.79  -6.08  6.46  0.345
O  -3.72  2.43  -4.98  -0.642
C  -5.52  7.85  -0.84  -1.165
O  2.98  -6.18  7.04  -0.549
H  -5.68  8.54  -0.02  0.337
H  6.69  -0.80  -0.26  0.229
O  6.55  -6.34  1.38  -0.663
H  -1.32  2.48  0.96  0.088
C  3.07  1.17  -0.38  -1.206
O  6.04  0.59  -1.63  -0.513
H  2.45  -6.44  4.47  0.538
O  0.85  -5.67  8.57  -0.641
S  6.05  -4.97  1.62  1.156
Cl  -3.28  0.76  0.53  -0.308
H  -5.68  8.39  -1.78  0.305
O  -1.77  8.24  -5.89  -0.679
I  1.03  3.78  -0.09  0.079
N  -3.57  3.56  -5.53  0.942
H  3.65  1.07  0.54  0.312
C  -0.86  -5.79  5.46  0.396
C  6.51  -0.73  -1.33  -0.579
H  2.21  -4.43  -0.35  0.025
H  -3.90  6.83  -2.90  0.282
H  -1.38  1.08  -1.13  -0.002
C  0.68  -5.55  0.68  -0.333
H  2.83  -6.03  7.99  0.342
P  -1.14  1.22  0.33  0.505
O  -1.46  6.17  -7.11  -0.466
O  4.73  -5.02  2.30  -0.601
C  -4.11  7.27  -0.78  -0.433
H  0.63  -4.92  1.56  0.200
O  -3.73  3.69  -6.76  -0.621
C  0.64  1.67  0.00  -0.237
O  -3.58  7.34  -7.24  -0.636
H  0.46  -6.56  0.98  0.324
C  -4.73  5.17  -1.92  0.176



[3]
The following is a quantum chemistry calculation of 3 unconnected molecules or ions with the total composition C31H56BrIN4O2 at a distorted geometry, from OMol25.

The spin multiplicity is 3. The value obtained for the LUMO energy (spin up / spin down) is -0.386 / -0.545 eV. The calculation puts the total energy at -4455.53094 Ha. The calculation puts the HOMO-LUMO gap (spin up / spin down) at 8.559 / 8.974 eV. Its highest occupied orbital energy (spin up / spin down) is -8.94 / -9.52 eV.

Last column: Löwdin spin population.
Positions of all 95 atoms, in Å:
H  7.70  -3.06  2.84  0.000
H  -0.39  -1.08  -7.64  0.000
H  -3.34  2.82  -7.71  0.001
H  -2.06  -4.47  1.38  0.000
C  5.42  -3.48  2.73  0.000
H  -4.17  5.58  0.11  0.000
H  1.42  -1.74  2.33  0.000
C  6.75  -2.87  3.50  0.000
C  -1.39  2.58  -4.79  0.021
H  -0.03  3.30  -3.20  0.000
C  4.14  -2.41  2.72  0.000
H  0.37  -3.44  0.69  0.000
H  -2.23  -1.28  -6.30  0.000
H  3.19  -7.48  4.99  0.000
H  -0.85  1.48  3.01  0.001
C  -2.36  3.01  2.94  0.001
H  0.73  0.26  -7.65  -0.001
N  -0.46  1.52  -5.32  0.306
H  -0.53  -5.44  1.92  0.000
H  -0.04  -4.35  4.71  0.000
H  -3.29  1.62  -4.15  0.000
C  -2.88  2.26  -6.88  0.001
C  -1.85  1.29  -7.44  0.012
C  -0.03  1.21  0.36  -0.001
H  2.63  -1.54  4.17  0.000
C  0.06  -0.31  -7.01  -0.001
C  3.89  -3.03  5.33  0.000
H  0.67  -0.83  -6.26  0.000
H  3.79  -5.69  4.43  0.000
H  -3.01  3.89  -5.47  0.001
H  -0.97  -2.33  1.39  0.000
H  -4.31  3.99  -0.61  -0.001
C  1.53  -5.91  5.15  0.000
H  3.63  -2.32  1.66  0.000
C  -2.23  3.25  -5.92  0.012
H  0.68  0.73  1.05  0.000
C  1.14  -4.35  4.88  0.000
N  2.51  -5.64  1.55  0.000
N  -1.60  3.20  0.08  0.305
H  -1.34  5.51  2.07  0.000
H  4.65  -1.35  2.91  0.000
C  -2.33  1.95  -3.73  0.004
C  -1.54  1.91  2.27  0.013
H  -1.36  4.41  -3.56  0.000
H  -2.88  -0.07  -5.25  0.000
C  3.10  -2.62  3.97  0.000
H  0.16  4.11  2.19  0.000
H  -1.86  1.10  -3.23  0.001
H  0.97  3.75  0.67  0.001
C  -0.21  -3.19  1.71  0.000
H  3.55  -6.12  6.25  0.000
H  1.13  -6.16  6.25  0.000
C  -0.74  2.43  1.04  0.022
Br  0.50  -7.24  3.99  0.000
C  -1.04  0.57  -6.33  0.022
C  -1.69  5.50  1.03  0.001
H  1.18  2.71  2.08  0.000
I  -0.42  -1.34  4.36  0.000
H  0.53  1.52  -0.53  0.000
C  -2.51  4.23  0.68  0.022
H  -0.82  5.61  0.38  0.001
C  -1.94  -0.47  -5.61  0.001
H  -2.98  2.56  3.74  0.001
H  -0.74  0.42  0.06  -0.001
O  0.63  2.18  -5.93  0.618
C  0.72  -2.54  2.88  0.000
H  -1.42  -0.94  -4.77  0.001
H  -1.70  3.73  3.44  0.000
C  3.11  -6.30  5.16  0.000
H  -3.69  1.73  -6.38  0.000
H  6.63  -1.71  3.75  0.000
H  5.11  -4.54  3.12  0.000
H  -1.61  -4.40  3.21  0.000
H  -1.59  3.93  -6.50  0.002
H  -2.27  6.42  0.91  0.000
C  -0.65  3.71  -4.01  -0.001
H  -1.17  1.83  -8.10  0.003
O  -2.41  2.27  -0.61  0.613
H  -3.77  4.55  2.44  0.001
C  2.25  -4.63  2.36  0.000
H  -3.12  5.13  -1.24  0.000
H  -2.59  2.66  -2.94  0.000
H  1.28  -3.78  5.92  0.000
H  -4.05  3.01  1.64  0.002
N  4.39  -3.55  6.43  0.000
C  0.44  3.30  1.52  0.001
H  -2.37  0.55  -8.06  0.001
H  6.90  -3.48  4.51  0.000
H  -2.21  1.10  1.97  0.003
C  -1.14  -4.46  2.14  0.000
H  5.75  -3.63  1.60  0.000
H  0.00  4.32  -4.66  -0.001
C  -3.59  4.76  -0.33  -0.001
C  -3.26  3.71  1.94  0.012
C  1.79  -3.60  3.60  0.000



[4]
The following is a quantum chemistry calculation of a single C4H3NO4 molecule at a distorted geometry, from OMol25.

The SMILES is O=C1N=C(O)O/C1=C/O. The value obtained for the LUMO energy is 0.149 eV. The calculation puts the total energy at -509.92577 Ha. The calculation puts the HOMO-LUMO gap at 9.506 eV. Its highest occupied orbital energy is -9.36 eV. The relative energy (zero: lowest compared OMol25 entry of this formula, charge and spin) comes out at 8.5 kJ/mol.

Last column: Mulliken charge in e.
Positions of all 12 atoms, in Å:
O  -0.87  -0.99  -0.26  -0.376
O  1.20  1.84  -0.15  -0.675
C  -1.68  0.06  -0.06  0.582
C  1.50  -1.05  0.07  -0.067
C  0.24  1.07  -0.09  0.806
H  1.50  -2.08  0.46  0.349
N  -1.13  1.23  0.09  -0.615
O  2.63  -0.41  -0.03  -0.506
H  2.53  0.57  -0.18  0.422
H  -3.38  0.38  0.49  0.388
C  0.39  -0.37  -0.24  0.116
O  -2.95  -0.24  -0.10  -0.423



[5]
The following is a quantum chemistry calculation of 2 unconnected molecules or ions with the total composition C4H5F3O at a distorted geometry, from OMol25.

The SMILES is CC(F)=C(F)F.C=O. The value obtained for the LUMO energy is 0.707 eV. The calculation puts the total energy at -530.16339 Ha. The calculation puts the HOMO-LUMO gap at 9.993 eV. Its highest occupied orbital energy is -9.29 eV. The relative energy (zero: lowest compared OMol25 entry of this formula, charge and spin) comes out at 150.9 kJ/mol.

Last column: Mulliken charge in e.
Positions of all 13 atoms, in Å:
O  -1.22  0.41  1.40  -0.373
C  0.97  -0.42  -0.40  0.762
H  1.24  1.29  0.82  0.213
H  -1.91  -1.37  1.02  0.286
F  -0.68  0.65  -1.64  -0.244
H  -3.05  0.27  0.67  0.294
H  1.74  1.61  -0.88  0.283
C  -0.17  -0.43  -1.06  0.121
F  1.48  -1.58  0.16  -0.304
C  1.75  0.81  -0.09  -0.911
F  -0.79  -1.55  -1.34  -0.244
C  -2.12  -0.28  0.97  -0.205
H  2.76  0.58  0.38  0.322



[6]
The following is a quantum chemistry calculation of 10 unconnected molecules or ions with the total composition C42H102N2O10 at a distorted geometry, from OMol25.

The SMILES is CC1(C)CCCC(C)(C)N1O.CC1(C)CCCC(C)(C)N1O.CC(C)O.CC(C)O.CC(C)O.CC(C)O.CC(C)O.CC(C)O.CC(C)O.CC(C)O. The value obtained for the LUMO energy is 0.493 eV. The calculation puts the total energy at -2523.05450 Ha. The calculation puts the HOMO-LUMO gap at 8.568 eV. Its highest occupied orbital energy is -8.08 eV. The relative energy (zero: lowest compared OMol25 entry of this formula, charge and spin) comes out at 594.9 kJ/mol.

Last column: Mulliken charge in e.
Positions of all 156 atoms, in Å:
H  1.25  7.02  -2.32  0.466
H  -6.08  0.52  -4.48  0.254
H  6.32  -4.28  0.14  0.359
H  -3.80  -3.06  -3.93  0.351
H  2.53  -1.14  6.33  0.334
H  -5.82  5.40  3.21  0.357
H  -4.05  4.26  5.51  0.348
H  -0.01  -1.36  1.56  -0.002
H  -0.47  -6.30  4.12  0.396
H  0.50  3.61  7.15  0.454
H  -0.29  -3.82  5.82  0.477
H  4.47  0.21  -5.57  0.346
C  6.99  -2.58  -2.45  -1.982
C  3.65  0.90  -5.77  -1.603
H  7.75  -3.32  -2.19  0.399
C  0.31  3.44  4.99  1.116
H  3.26  -1.85  -0.25  0.378
C  2.67  5.08  -0.38  -1.271
O  -0.22  2.04  1.72  -0.434
H  1.96  -1.91  2.69  0.098
C  -2.85  -0.24  0.29  -1.741
C  -0.26  3.30  6.44  -1.713
H  -3.68  2.31  -0.66  0.367
H  -4.77  5.26  1.86  0.336
H  2.53  -0.52  -4.61  -0.560
O  6.06  -4.61  -0.72  -0.539
H  0.83  5.83  0.36  0.056
H  -1.78  -4.11  -3.11  0.400
H  0.44  -3.23  4.28  -0.108
H  -2.87  -1.58  -4.27  0.266
C  2.91  -0.38  5.65  -1.551
C  -2.75  1.92  -1.07  -1.464
H  2.80  -3.95  1.32  0.238
H  -2.57  -5.20  5.45  0.357
H  4.25  -4.93  1.35  0.444
H  -3.04  -2.15  -2.56  0.046
H  0.95  5.01  3.55  0.206
H  -1.06  -3.01  -5.50  0.377
H  2.78  -1.16  -2.67  0.279
H  -2.36  4.04  0.83  -0.023
O  -0.83  3.22  4.29  -0.291
H  -7.09  -3.07  -5.09  0.341
C  2.33  0.34  -5.25  1.774
C  2.70  -1.72  3.48  -1.190
H  1.03  1.97  -5.47  0.448
H  -6.55  -2.00  -3.01  0.284
H  0.54  -3.13  -3.21  0.262
C  -0.26  2.14  -1.29  -1.429
H  6.18  -4.99  -3.46  0.365
H  -2.00  -0.01  -1.60  -1.068
H  -2.89  4.50  3.25  -0.025
C  3.79  -3.99  -0.62  1.592
C  2.43  -0.37  4.17  0.625
H  0.40  -0.16  0.38  0.191
C  -6.71  -2.04  -5.14  -1.190
O  1.67  -0.34  -6.21  -0.638
O  -1.52  -3.72  -5.04  -0.597
H  -2.06  4.46  -0.73  0.511
H  -2.91  0.17  3.04  0.287
H  2.48  -2.54  4.16  0.271
H  -3.79  0.15  -1.65  0.486
C  -8.13  -0.62  -3.37  -1.348
H  1.94  4.96  5.02  0.413
H  3.48  5.18  -1.10  0.372
H  0.37  5.67  5.13  0.348
C  3.16  -2.14  -2.38  -0.272
H  2.00  -5.21  -0.90  0.328
H  -0.08  -1.79  -4.14  0.188
H  -0.64  -1.53  -0.07  0.179
H  -4.20  2.49  2.52  0.026
C  -0.35  -2.53  -3.39  -0.313
C  0.85  6.18  -1.76  -1.220
H  1.94  1.98  -3.93  0.377
C  4.64  -1.95  -2.59  -1.448
C  -2.96  -2.44  -3.61  -0.824
H  4.35  -3.15  1.38  0.561
C  3.05  -5.23  -1.19  -1.636
H  -3.86  -0.14  0.70  0.514
H  1.04  5.29  -2.35  0.124
H  4.48  -4.65  -3.72  0.319
C  5.46  -4.18  -3.61  -1.574
O  1.04  -0.28  4.19  -0.196
H  0.69  2.36  -0.79  0.082
N  -1.31  1.59  1.00  1.543
H  4.81  -1.58  -3.60  0.293
C  -0.41  -0.81  0.71  -1.480
C  1.41  1.36  -4.66  -1.327
H  -8.09  -0.04  -2.45  0.300
H  -5.54  3.09  3.55  0.478
H  -5.63  -2.11  -5.22  0.283
C  2.95  -2.65  -0.93  -0.964
C  -1.96  -0.14  2.60  -1.472
H  4.88  -1.23  -1.81  0.427
C  -0.48  -3.41  4.83  -0.792
H  -0.86  -2.40  4.99  0.197
H  3.69  -1.90  3.06  0.477
H  7.13  -1.76  -1.74  0.436
C  -2.87  0.41  -1.11  0.758
H  2.22  4.09  -0.43  0.200
H  -0.13  -5.23  2.78  0.142
H  3.56  -6.16  -0.94  0.336
O  -2.60  -4.53  4.77  -0.582
H  -4.48  6.56  3.01  0.362
H  2.83  -2.89  -3.10  0.221
H  -4.26  2.44  4.40  0.337
H  -1.67  -6.08  2.86  0.388
H  2.96  0.37  3.57  0.364
C  5.54  -3.15  -2.43  1.612
C  -0.92  -5.56  3.45  -1.289
H  0.91  0.15  3.34  0.012
H  3.98  -0.58  5.56  0.423
H  -1.06  4.01  6.64  0.483
H  2.28  -0.96  -6.63  0.393
H  -0.59  -1.97  -2.49  -0.285
H  1.88  -2.83  -0.86  0.202
H  -1.66  3.52  4.67  0.064
O  -3.81  4.97  4.91  -0.601
H  3.22  5.37  0.51  0.372
C  -1.64  -3.22  -3.73  0.056
C  -4.46  2.97  3.47  -0.811
H  -2.71  -1.31  0.21  0.550
C  3.82  -4.01  0.96  -1.957
N  5.21  -3.64  -1.14  0.383
H  3.70  1.06  -6.85  0.362
H  0.58  0.93  -4.10  0.105
C  0.93  4.88  4.63  -1.387
H  -2.49  2.26  -2.07  0.517
C  -1.59  0.16  1.14  2.142
O  -5.86  -0.12  -3.80  -0.476
C  -3.93  4.41  3.57  0.653
C  -4.78  5.51  2.92  -1.418
H  -0.44  2.87  -2.08  0.650
H  -0.57  2.26  6.61  0.298
C  -1.52  2.33  -0.30  1.597
H  1.07  2.69  4.80  -0.072
H  3.12  -5.08  -2.27  0.395
H  -8.59  -0.03  -4.17  0.351
C  -6.79  -1.26  -3.77  0.507
H  -0.67  4.22  0.24  0.197
H  -0.22  6.38  -1.70  0.290
H  7.27  -2.20  -3.43  0.395
H  -1.85  -3.66  3.23  -0.148
H  -2.00  -1.19  2.90  0.102
H  2.75  0.51  6.26  0.336
H  -1.09  0.10  3.20  0.087
C  -1.65  3.79  0.03  -1.902
H  -7.14  -1.45  -5.94  0.364
C  1.53  6.11  -0.42  0.947
H  -0.76  2.36  2.44  0.384
O  2.28  7.35  -0.17  -0.575
H  5.53  -3.64  -4.56  0.428
H  1.62  7.96  0.17  0.315
H  3.99  1.78  -5.22  0.360
H  -0.12  1.20  -1.82  -0.158
H  -8.66  -1.56  -3.24  0.385
C  -1.49  -4.28  4.05  0.914